1.
A structure of composition C44H42FN9O3Ti at a distorted geometry, computed with ωB97M-V/def2-TZVPD.

largest force on an atom	4.2	eV/Å
total charge	+2
expectation value of S²	2.02
E_HOMO (spin up / spin down)	-10.45 / -11.97	eV
multiplicity	3
E_LUMO (spin up / spin down)	-5.17 / -5.20	eV

Geometry (Å):
Ti: -0.355 1.863 1.001
C: -0.777 3.654 -2.271
C: 0.346 4.022 -1.361
C: 1.421 4.753 -1.856
C: 2.398 5.213 -0.985
C: 2.207 5.045 0.375
C: 1.092 4.325 0.806
N: 0.237 3.739 -0.059
C: 0.626 4.279 2.190
C: 0.960 5.279 3.099
C: 0.336 5.296 4.334
C: -0.553 4.277 4.640
C: -0.806 3.267 3.708
N: -0.255 3.295 2.483
C: -1.674 2.122 4.035
C: -1.962 1.821 5.369
C: -2.821 0.775 5.648
C: -3.384 0.093 4.588
C: -3.010 0.413 3.281
C: -3.637 -0.357 2.162
N: -2.140 1.389 3.011
H: -1.507 4.465 -2.230
H: -0.428 3.554 -3.295
H: -1.281 2.749 -1.948
H: 1.475 4.972 -2.910
H: 3.260 5.744 -1.357
H: 2.903 5.461 1.086
H: 1.659 6.052 2.820
H: 0.535 6.081 5.049
H: -1.049 4.281 5.597
H: -1.503 2.367 6.174
H: -3.055 0.502 6.664
H: -4.104 -0.689 4.766
H: -4.364 -1.071 2.543
H: -4.151 0.327 1.489
H: -2.874 -0.900 1.611
C: -3.457 -2.160 -4.341
C: -3.659 -2.599 -2.894
N: -2.769 -1.893 -1.992
C: -3.163 -0.676 -1.541
C: -2.440 0.062 -0.652
C: -2.882 1.470 -0.307
O: -3.994 1.852 -0.606
O: -1.960 2.183 0.240
C: -1.254 -0.486 -0.068
O: -0.641 0.040 0.937
C: -0.737 -1.650 -0.727
C: 0.577 -2.061 -0.475
C: 1.160 -3.044 -1.237
F: 2.472 -3.278 -0.994
C: 0.454 -3.747 -2.224
C: -0.891 -3.385 -2.399
C: -1.485 -2.329 -1.717
N: 1.007 -4.781 -2.999
C: 2.428 -5.079 -2.862
C: 2.798 -6.252 -3.774
N: 1.619 -7.142 -3.882
C: 0.549 -6.474 -4.673
C: 0.573 -4.967 -4.370
H: -4.153 -2.688 -4.985
H: -2.445 -2.363 -4.682
H: -3.643 -1.093 -4.430
H: -3.508 -3.671 -2.767
H: -4.685 -2.374 -2.597
H: -4.099 -0.284 -1.912
H: 1.146 -1.541 0.283
H: -1.492 -3.925 -3.107
H: 2.620 -5.336 -1.818
H: 3.060 -4.219 -3.122
H: 3.647 -6.790 -3.356
H: 3.065 -5.917 -4.776
H: 1.275 -7.316 -2.929
H: 1.864 -8.041 -4.307
H: -0.413 -6.910 -4.407
H: 0.724 -6.642 -5.736
H: -0.419 -4.555 -4.535
H: 1.249 -4.445 -5.060
C: 2.329 1.542 5.951
C: 1.284 0.756 5.485
C: 0.981 0.720 4.137
C: 1.744 1.472 3.235
C: 2.827 2.227 3.704
C: 3.101 2.267 5.055
N: 1.413 1.431 1.889
N: 2.467 1.465 1.086
C: 2.212 1.242 -0.202
C: 3.297 0.887 -1.039
C: 3.042 0.408 -2.292
C: 1.712 0.352 -2.737
C: 0.711 0.798 -1.901
N: 0.924 1.239 -0.660
H: 2.557 1.569 7.006
H: 0.712 0.163 6.183
H: 0.195 0.083 3.743
H: 3.423 2.773 2.987
H: 3.922 2.864 5.422
H: 4.288 0.967 -0.623
H: 3.843 0.068 -2.930
H: 1.475 -0.024 -3.718
H: -0.320 0.778 -2.236

***

2.
A cluster of 2 separate species, C44H42N2O4 in total at a distorted geometry, computed with ωB97M-V/def2-TZVPD.

largest force on an atom	3.1	eV/Å
E_HOMO	-6.69	eV
E_LUMO	-0.97	eV

Geometry (Å):
C: -2.761 3.619 3.072
C: -2.221 3.521 4.358
C: -1.359 2.476 4.700
C: -0.926 1.577 3.704
C: 0.204 0.662 3.824
C: 0.954 0.349 5.046
C: 2.374 -0.185 4.857
C: 2.845 -0.618 3.611
C: 4.206 -0.730 3.320
C: 5.155 -0.485 4.308
C: 4.699 -0.196 5.607
C: 3.330 -0.068 5.890
O: 0.487 0.481 6.181
C: -0.161 -0.595 3.074
C: -1.441 -1.339 3.489
C: -2.285 -0.927 4.533
C: -3.628 -1.313 4.556
C: -4.112 -2.213 3.596
C: -3.238 -2.749 2.637
C: -1.904 -2.340 2.613
O: 0.396 -0.936 2.007
C: -1.625 1.580 2.462
C: -2.503 2.608 2.149
H: -3.400 4.463 2.796
H: -2.462 4.276 5.108
H: -0.984 2.363 5.729
H: 2.153 -0.845 2.816
H: 4.506 -0.974 2.297
H: 6.222 -0.507 4.066
H: 5.436 -0.035 6.394
H: 2.986 0.166 6.898
H: -1.884 -0.256 5.297
H: -4.291 -0.897 5.323
H: -5.167 -2.499 3.604
H: -3.580 -3.477 1.896
H: -1.225 -2.747 1.860
H: -1.462 0.777 1.736
H: -2.964 2.594 1.164
C: 2.732 5.870 -1.561
O: 2.488 4.451 -1.497
C: 1.990 3.956 -0.328
C: 2.393 2.648 0.050
C: 2.186 2.220 1.339
C: 1.573 3.046 2.308
C: 1.615 2.686 3.718
C: 1.380 3.684 4.682
C: 1.460 3.522 6.052
N: 1.504 4.544 6.940
C: 1.769 4.318 8.368
C: 0.662 3.509 9.056
C: 0.801 3.392 10.565
C: -0.317 3.607 11.382
C: -0.199 3.552 12.772
C: 1.032 3.211 13.356
C: 2.140 2.953 12.538
C: 2.033 3.067 11.146
C: 1.925 5.743 8.910
O: 2.115 6.091 10.074
N: 1.796 6.596 7.847
C: 2.045 8.016 7.979
C: 1.635 5.957 6.542
C: 2.859 6.229 5.663
C: 0.350 6.501 5.859
C: 1.005 4.265 1.853
C: 1.218 4.723 0.568
H: 3.395 5.996 -2.417
H: 1.791 6.412 -1.730
H: 3.221 6.245 -0.647
H: 2.933 2.052 -0.686
H: 2.534 1.228 1.641
H: 2.357 1.925 3.976
H: 1.207 4.698 4.325
H: 1.461 2.514 6.460
H: 2.738 3.797 8.499
H: -0.313 3.973 8.833
H: 0.661 2.503 8.602
H: -1.274 3.844 10.910
H: -1.060 3.772 13.405
H: 1.134 3.149 14.443
H: 3.101 2.672 12.982
H: 2.901 2.911 10.504
H: 1.825 8.347 8.997
H: 3.094 8.253 7.756
H: 1.416 8.559 7.266
H: 3.773 5.930 6.196
H: 2.806 5.676 4.726
H: 2.894 7.297 5.415
H: -0.418 6.753 6.609
H: 0.616 7.406 5.297
H: -0.085 5.778 5.161
H: 0.413 4.896 2.523
H: 0.843 5.707 0.266

***

3.
A cluster of 13 separate species, C44H43BrClF12O36 in total at a distorted geometry, computed with ωB97M-V/def2-TZVPD.

largest force on an atom	4.7	eV/Å
total charge	-1
E_HOMO	-3.68	eV
E_LUMO	1.13	eV

Geometry (Å):
Cl: 6.314 0.333 -1.451
C: 5.613 -1.334 -1.858
Br: 7.165 -2.613 -1.534
C: 4.530 -1.778 -0.750
C: 3.028 -1.295 -1.017
C: 1.813 -2.213 -0.625
C: 0.306 -1.770 -0.833
C: 0.058 -0.336 -1.432
C: 1.236 0.614 -1.856
C: 2.698 0.092 -1.624
H: 4.555 -2.920 -0.588
H: 4.875 -1.302 0.252
H: 1.955 -3.259 -0.168
H: -0.587 -2.447 -0.551
H: -0.993 0.089 -1.595
H: 1.018 1.661 -2.284
H: 3.576 0.765 -1.906
C: 2.321 0.631 2.929
C: 0.956 1.039 3.384
O: 0.137 -0.024 2.939
C: 0.942 -1.125 2.934
O: 0.540 -2.252 2.875
O: 2.258 -0.786 3.013
F: 0.557 2.177 2.768
H: 2.527 0.925 1.896
H: 3.109 1.028 3.570
H: 0.857 1.150 4.468
C: 1.563 -2.928 -5.867
C: 2.846 -2.401 -5.311
O: 2.691 -0.998 -5.422
C: 1.356 -0.773 -5.327
O: 0.877 0.299 -5.108
O: 0.635 -1.915 -5.502
F: 3.899 -2.780 -6.072
H: 1.583 -3.027 -6.957
H: 1.285 -3.890 -5.433
H: 3.028 -2.669 -4.265
C: 5.704 0.160 -5.114
C: 5.626 1.403 -5.938
O: 6.883 1.443 -6.584
C: 7.268 0.139 -6.707
O: 8.142 -0.236 -7.436
O: 6.533 -0.680 -5.909
F: 5.509 2.504 -5.153
H: 6.174 0.324 -4.147
H: 4.728 -0.293 -4.950
H: 4.828 1.397 -6.687
C: 6.899 -6.744 -1.622
C: 5.528 -6.325 -1.198
O: 4.709 -7.383 -1.660
C: 5.503 -8.489 -1.645
O: 5.093 -9.613 -1.712
O: 6.822 -8.162 -1.538
F: 5.156 -5.188 -1.821
H: 7.129 -6.453 -2.650
H: 7.676 -6.353 -0.964
H: 5.407 -6.212 -0.117
C: -3.641 -0.322 5.146
C: -4.397 0.435 4.103
O: -3.961 1.770 4.291
C: -2.694 1.667 4.782
O: -1.909 2.570 4.810
O: -2.426 0.410 5.229
F: -5.732 0.379 4.334
H: -4.138 -0.312 6.118
H: -3.456 -1.357 4.857
H: -4.186 0.119 3.077
C: -0.282 -2.463 -10.828
C: 0.152 -1.261 -10.051
O: 0.813 -1.820 -8.935
C: 1.318 -3.009 -9.369
O: 2.159 -3.633 -8.790
O: 0.752 -3.396 -10.547
F: -0.916 -0.555 -9.611
H: -1.238 -2.866 -10.482
H: -0.351 -2.265 -11.898
H: 0.836 -0.600 -10.590
C: -6.093 3.952 2.689
C: -6.471 3.670 1.270
O: -6.825 4.943 0.771
C: -6.080 5.833 1.487
O: -5.909 6.973 1.170
O: -5.549 5.261 2.605
F: -7.562 2.863 1.206
H: -6.956 3.960 3.362
H: -5.356 3.244 3.072
H: -5.664 3.249 0.665
C: 7.938 4.587 -4.358
C: 7.130 5.497 -3.490
O: 8.102 6.358 -2.931
C: 9.101 6.427 -3.856
O: 9.960 7.261 -3.857
O: 8.997 5.435 -4.784
F: 6.534 4.812 -2.487
H: 8.353 3.738 -3.808
H: 7.370 4.210 -5.209
H: 6.383 6.087 -4.030
C: -9.977 -0.388 1.927
C: -9.255 0.485 2.903
O: -8.500 -0.436 3.664
C: -8.247 -1.478 2.825
O: -7.416 -2.317 3.024
O: -9.051 -1.446 1.724
F: -10.125 1.116 3.728
H: -10.908 -0.793 2.332
H: -10.196 0.127 0.990
H: -8.585 1.216 2.442
C: -5.796 -0.023 9.968
C: -5.692 -1.419 10.495
O: -6.029 -2.212 9.375
C: -5.648 -1.485 8.287
O: -5.526 -1.936 7.186
O: -5.414 -0.181 8.609
F: -6.605 -1.641 11.470
H: -6.815 0.370 10.015
H: -5.129 0.669 10.486
H: -4.694 -1.692 10.852
C: -4.041 -3.552 2.040
C: -4.118 -2.298 1.229
O: -2.865 -2.253 0.582
C: -2.482 -3.554 0.442
O: -1.612 -3.924 -0.291
O: -3.218 -4.383 1.235
F: -4.230 -1.205 2.030
H: -3.562 -3.398 3.011
H: -5.020 -4.005 2.200
H: -4.918 -2.294 0.483
C: -0.096 6.474 4.784
C: 0.079 5.400 5.809
O: 0.280 6.123 7.007
C: -0.397 7.294 6.841
O: -0.680 8.039 7.733
O: -0.721 7.508 5.533
F: 1.189 4.665 5.558
H: 0.856 6.837 4.387
H: -0.725 6.157 3.952
H: -0.786 4.739 5.919